Record 1
Here is a 2-piece molecular cluster, C19H16FNO3S overall in a non-equilibrium geometry from the OMol25 dataset. Energies are from wB97M-V/def2-TZVPD.

Last column: Löwdin charge in e.
CARTESIAN COORDINATES (ANGSTROEM)
F -2.273 -1.744 1.292  -0.203
S -0.664 -1.788 1.563  0.657
C -0.428 -0.101 2.021  -0.195
C 0.577 0.357 2.807  0.038
O -0.516 -2.711 2.670  -0.281
O -0.111 -2.087 0.297  -0.257
H -1.190 0.488 1.543  0.076
H 0.602 1.400 3.197  0.040
H 1.208 -0.400 3.218  0.073
C -3.382 3.194 -0.846  -0.085
C -2.473 2.266 -1.370  -0.071
C -1.206 2.133 -0.798  -0.031
C -0.832 2.902 0.323  -0.159
C 0.567 2.683 0.883  -0.372
C 0.808 2.783 2.338  -0.124
N 2.109 3.383 2.594  0.023
C 3.184 2.711 2.095  -0.007
C 4.468 2.854 2.596  -0.025
C 4.717 3.770 3.594  -0.019
C 3.671 4.557 4.080  -0.152
C 2.336 4.367 3.575  -0.101
C 1.324 5.211 4.054  0.000
C 1.587 6.187 5.032  -0.055
C 2.894 6.352 5.538  -0.073
C 3.921 5.546 5.067  -0.021
O 1.417 2.320 0.061  0.012
C -1.752 3.824 0.844  -0.037
C -3.021 3.972 0.262  -0.080
H -4.362 3.308 -1.305  0.101
H -2.728 1.648 -2.237  0.108
H -0.484 1.425 -1.211  0.122
H 0.010 3.292 2.884  0.096
H 2.928 2.030 1.291  0.121
H 5.222 2.216 2.145  0.119
H 5.717 3.892 3.983  0.117
H 0.316 5.126 3.642  0.102
H 0.774 6.829 5.392  0.111
H 3.088 7.119 6.296  0.110
H 4.938 5.667 5.453  0.120
H -1.451 4.440 1.696  0.099
H -3.725 4.704 0.671  0.103

Properties
Calculated total energy in Ha: -1512.01431
Charge: 0
Largest force on an atom in eV/A: 5.58



Record 2
Here is one molecule with the formula C19H16N2O7S in a non-equilibrium geometry from the OMol25 dataset. Energies are from wB97M-V/def2-TZVPD.

Last column: Löwdin charge in e.
CARTESIAN COORDINATES (ANGSTROEM)
C -3.898 -6.588 -1.038  -0.062
C -3.609 -5.352 -0.202  -0.252
O -2.450 -4.734 -0.741  -0.036
C -1.963 -3.621 -0.164  -0.251
C -2.519 -2.972 0.939  0.016
C -1.919 -1.841 1.461  0.027
C -0.772 -1.305 0.893  -0.108
N -0.165 -0.173 1.472  0.102
C 1.187 -0.143 1.819  -0.404
O 1.909 -1.098 1.774  0.139
C 1.496 1.249 2.299  -0.062
C 0.175 1.998 2.246  -0.413
S 0.183 3.465 1.127  1.028
C 0.343 2.717 -0.492  -0.438
C -0.782 2.124 -1.046  -0.093
C -0.729 1.570 -2.312  -0.063
C 0.437 1.649 -3.056  -0.062
C 1.541 2.288 -2.530  -0.010
C 1.515 2.817 -1.241  -0.147
C 2.754 3.500 -0.792  -0.491
O 3.480 4.115 -1.530  0.123
O 3.033 3.352 0.511  0.060
C -0.851 0.987 1.789  -0.452
O -2.040 1.128 1.703  0.107
C -0.229 -1.936 -0.234  -0.059
N 0.913 -1.410 -0.943  -0.309
O 1.496 -2.154 -1.694  0.110
O 1.194 -0.239 -0.781  0.086
C -0.812 -3.085 -0.742  0.099
H -4.781 -7.092 -0.657  0.078
H -3.052 -7.268 -0.999  0.080
H -4.067 -6.305 -2.074  0.079
H -3.431 -5.633 0.844  0.127
H -4.457 -4.656 -0.244  0.127
H -3.415 -3.345 1.408  0.110
H -2.351 -1.356 2.321  0.126
H 1.931 1.213 3.298  0.138
H 2.239 1.689 1.631  0.105
H -0.125 2.437 3.199  0.119
H -1.702 2.099 -0.483  0.103
H -1.606 1.088 -2.720  0.111
H 0.480 1.223 -4.047  0.111
H 2.452 2.380 -3.101  0.125
H 3.844 3.837 0.731  0.142
H -0.376 -3.566 -1.603  0.135

Properties
Calculated total energy in Ha: -1767.97277
Charge: 0
Largest force on an atom in eV/A: 1.40



Record 3
Here is C19H16N4O3Pt as an isolated structure from the OMol25 dataset. Energies are from wB97M-V/def2-TZVPD.

Last column: Löwdin charge in e.
CARTESIAN COORDINATES (ANGSTROEM)
Pt -1.030 -0.378 -0.247  1.151
O -2.901 0.094 6.312  -0.026
C -3.216 0.940 5.460  -0.685
O -3.999 1.903 5.476  -0.027
C -2.587 0.674 4.059  -0.060
C -2.898 1.505 2.988  0.076
C -2.326 1.242 1.757  -0.183
N -1.480 0.222 1.623  -0.049
C -1.198 -0.621 2.616  -0.180
C -1.738 -0.412 3.871  0.078
C -0.318 -1.732 2.183  -0.168
C 0.276 -2.607 3.072  0.015
C 1.142 -3.578 2.597  -0.034
C 1.407 -3.639 1.242  -0.032
C 0.774 -2.744 0.399  -0.095
N -0.088 -1.829 0.845  -0.046
C -2.566 1.949 0.476  -0.169
C -3.255 3.146 0.402  0.016
C -3.410 3.772 -0.822  -0.034
C -2.864 3.185 -1.950  -0.037
C -2.198 1.981 -1.815  -0.092
N -2.056 1.363 -0.642  -0.055
H -3.596 2.310 3.179  0.122
H -1.559 -1.048 4.728  0.123
H 0.070 -2.511 4.129  0.122
H 1.616 -4.267 3.284  0.117
H 2.097 -4.362 0.831  0.113
H 0.951 -2.740 -0.665  0.098
H -3.654 3.583 1.307  0.123
H -3.947 4.708 -0.891  0.118
H -2.948 3.643 -2.925  0.113
H -1.762 1.479 -2.663  0.100
N 2.771 0.092 -3.261  0.151
C 1.754 -0.160 -2.391  -0.556
O 1.931 -0.136 -1.187  0.017
C 0.413 -0.456 -3.051  -0.217
C -0.619 -1.115 -2.138  -0.371
H 3.682 0.296 -2.889  0.107
H 2.650 0.014 -4.253  0.096
H 0.607 -1.082 -3.929  0.108
H 0.047 0.490 -3.464  0.095
H -0.336 -2.169 -2.047  0.023
H -1.583 -1.129 -2.662  0.034

Properties
Calculated total energy in Ha: -1297.74677
Charge: 0
Largest force on an atom in eV/A: 0.77